Computed, not measured: 2 unconnected molecules or ions with the total composition C4H15N2O at a distorted geometry, with ωB97M-V/def2-TZVPD.

Calculated values
ΔE to the lowest compared entry with this formula, charge and spin: 143.5 kJ/mol
LUMO level: -2.83 eV
gap between HOMO and LUMO: 11.4 eV
highest occupied orbital energy: -14.2 eV
total charge: +1

Cartesian coordinates (Å):
1 C -1.40208 1.02244 0.51093
2 N -0.23931 1.68591 1.21524
3 C -0.85975 -0.03656 -0.49954
4 N 0.44521 -0.54053 -0.05913
5 C 1.28689 -1.18901 -1.13322
6 C -1.92954 -1.12367 -0.53381
7 H -2.13475 1.75579 0.18643
8 H -1.92720 0.49353 1.31336
9 H 0.03270 2.55411 0.75417
10 H -0.62412 2.04056 2.08711
11 H -0.87699 0.46200 -1.46803
12 H 0.39807 -1.18706 0.72770
13 H 1.05122 0.23471 0.26979
14 H 2.31791 -0.89115 -1.00648
15 H 0.93023 -0.92255 -2.14371
16 H 1.04607 -2.25423 -1.20211
17 H -2.65526 -0.94542 -1.31889
18 H -2.50031 -1.39334 0.34232
19 H -1.59402 -2.16248 -0.75828
20 H 2.75340 1.54663 1.12047
21 H 3.43912 0.04084 1.01191
22 O 3.04252 0.80948 0.58376

Mulliken population analysis, charges in e, atoms 1 to 2: number 1, C, carries -0.806; number 2, N, carries -0.634

Computed, not measured: a single C5H8O molecule, with ωB97M-V/def2-TZVPD.

Calculated values
ΔE to the lowest compared entry with this formula, charge and spin: 80.9 kJ/mol
LUMO level: 1.07 eV
gap between HOMO and LUMO: 9.7 eV
SMILES: C1=COCCC1
highest occupied orbital energy: -8.6 eV

Cartesian coordinates (Å):
1 C -0.76790 0.99100 -0.00358
2 C 0.63608 1.18103 -0.51160
3 C -1.08450 -0.49720 0.21749
4 C 0.17214 -1.28246 0.57490
5 O 1.20381 -1.13595 -0.39405
6 C 1.47159 0.16126 -0.70595
7 H -1.47404 1.40506 -0.73536
8 H -0.92165 1.56630 0.91872
9 H 0.97298 2.18185 -0.76584
10 H -1.52514 -0.93070 -0.68671
11 H -1.81572 -0.62094 1.02494
12 H -0.03062 -2.35512 0.62855
13 H 0.56483 -0.94844 1.54625
14 H 2.46382 0.27152 -1.13515

Mulliken population analysis, charges in e, atoms 1 to 2: number 1, C, carries -0.460; number 2, C, carries -0.311

Computed, not measured: a molecular structure, C5H11NOS at a distorted geometry, with ωB97M-V/def2-TZVPD.

Calculated values
ΔE to the lowest compared entry with this formula, charge and spin: 622.8 kJ/mol
LUMO level (alpha / beta): -0.16 / -0.25 eV
gap between HOMO and LUMO (alpha / beta): 8.1 / 7.9 eV
highest occupied orbital energy (alpha / beta): -8.2 / -8.1 eV

Cartesian coordinates (Å):
1 C 0.68923 -1.86287 0.73337
2 C -0.51877 0.58391 -1.03974
3 C 0.22840 -0.05183 0.19335
4 C -0.55359 0.30579 1.45682
5 C 1.60500 0.63070 0.16427
6 N -1.81684 1.71162 -2.95178
7 O -0.54077 -2.55209 0.88812
8 S -0.85494 2.11224 -1.77944
9 H 0.79815 -1.72697 1.80525
10 H 1.45982 -2.37522 0.18702
11 H -1.07584 -0.07962 -1.65881
12 H -1.01570 -2.58667 0.06355
13 H -1.37526 -0.33088 1.47126
14 H -0.97222 1.29889 1.32278
15 H -0.10916 0.11759 2.43544
16 H 1.70981 1.55278 0.64475
17 H 1.74944 0.83183 -0.83354
18 H 2.35850 0.08107 0.59814
19 H -1.76528 2.33974 -3.70082

Mulliken population analysis, charges in e, atoms 1 to 2: number 1, C, carries -0.641; number 2, C, carries -0.886

> What is the ΔE to the lowest compared entry with this formula, charge and spin in the third record?

622.8 kJ/mol

> Which formula does entry 2 have?

C5H8O